Entry 1:
Below is a 3-piece molecular cluster, C5H12O2 overall, with properties calculated with ωB97M-V/def2-TZVPD.

Properties
ΔE to the lowest compared entry with this formula, charge and spin: 300.9 kJ/mol
Structure (SMILES): C=CCC.C=O.O
Energy: -348.09021 hartree
Frontier orbital gap: 9.48 eV
Strongest force on any atom: 0.927 eV/A
Charge: 0

Bonds (Å) are listed after each position.
CARTESIAN COORDINATES (ANGSTROEM)
1 C -0.72917 0.37453 -1.35455  C2 1.339, H5 1.081, H6 1.088
2 C 0.20499 -0.32396 -0.69797  C1 1.339, C3 1.486, H7 1.094
3 C 1.59927 0.11176 -0.42633  C2 1.486, C4 1.520, H8 1.103, H9 1.097
4 C 2.29911 -0.57324 0.73574  C3 1.520, H10 1.094, H11 1.091, H12 1.097
5 H -1.35408 -0.13801 -2.07204  C1 1.081
6 H -0.77824 1.46137 -1.34077  C1 1.088
7 H 0.05156 -1.39492 -0.53897  C2 1.094
8 H 2.06383 -0.22382 -1.36846  C3 1.103
9 H 1.69919 1.20386 -0.42113  C3 1.097
10 H 3.37450 -0.37165 0.71635  C4 1.094
11 H 1.87587 -0.24727 1.68648  C4 1.091
12 H 2.16076 -1.65933 0.66573  C4 1.097
13 C -2.59482 -0.10640 -0.17696  O14 1.222, H15 1.102, H16 1.097
14 O -2.71261 0.86220 0.55797  C13 1.222
15 H -2.08938 -1.03764 0.12677  C13 1.102
16 H -3.16011 -0.17600 -1.11496  C13 1.097
17 O -0.43529 0.39697 1.75623  H18 0.964, H19 0.982
18 H -0.10690 1.30301 1.78047  O17 0.964
19 H -1.36847 0.53854 1.48638  O17 0.982

Results of the natural (NBO) charge analysis, in e, for atoms 1 through 4:
1 C -0.503
2 C -0.032
3 C -0.448
4 C -0.605

***

Entry 2:
Below is one molecule with the formula C5H12O2, with properties calculated with ωB97M-V/def2-TZVPD.

Properties
ΔE to the lowest compared entry with this formula, charge and spin: 73.4 kJ/mol
Structure (SMILES): CC[C@@H](O)CCO
Energy: -348.17685 hartree
Frontier orbital gap: 10.75 eV
Strongest force on any atom: 0.385 eV/A
Charge: 0

Bonds (Å) are listed after each position.
CARTESIAN COORDINATES (ANGSTROEM)
1 C 0.41572 2.33712 0.92171  C2 1.526, H8 1.095, H9 1.094, H10 1.097
2 C -0.28253 1.28663 0.06332  C1 1.526, C3 1.525, H11 1.097, H12 1.097
3 C 0.61095 0.09411 -0.26271  C2 1.525, O4 1.433, C5 1.545, H13 1.102
4 O 0.98272 -0.49114 0.99132  C3 1.433, H14 0.965
5 C -0.07602 -0.93436 -1.18793  C3 1.545, C6 1.530, H15 1.099, H16 1.096
6 C -0.75347 -2.07448 -0.42539  C5 1.530, O7 1.410, H17 1.101, H18 1.095
7 O -1.62544 -1.62386 0.58721  C6 1.410, H19 0.969
8 H -0.25375 3.17546 1.13971  C1 1.095
9 H 0.74824 1.90530 1.86980  C1 1.094
10 H 1.29812 2.73859 0.40783  C1 1.097
11 H -0.60720 1.73155 -0.88571  C2 1.097
12 H -1.18881 0.91536 0.55690  C2 1.097
13 H 1.51902 0.47652 -0.75561  C3 1.102
14 H 1.68051 -1.13846 0.83004  O4 0.965
15 H 0.65292 -1.37381 -1.88274  C5 1.099
16 H -0.82212 -0.41440 -1.80041  C5 1.096
17 H 0.01361 -2.74353 -0.00460  C6 1.101
18 H -1.35137 -2.67533 -1.11832  C6 1.095
19 H -1.04661 -1.23963 1.26226  O7 0.969

Results of the natural (NBO) charge analysis, in e, for atoms 1 through 4:
1 C -0.609
2 C -0.417
3 C 0.098
4 O -0.745

***

Entry 3:
Below is a 3-piece molecular cluster, C5H12O2 overall, with properties calculated with ωB97M-V/def2-TZVPD.

Properties
ΔE to the lowest compared entry with this formula, charge and spin: 313.4 kJ/mol
Structure (SMILES): C=C/C=C/C.O.O
Energy: -348.08544 hartree
Frontier orbital gap: 8.58 eV
Strongest force on any atom: 2.306 eV/A
Charge: 0

Bonds (Å) are listed after each position.
CARTESIAN COORDINATES (ANGSTROEM)
1 C 0.86388 -2.16624 0.89635  C2 1.340, H6 1.081, H7 1.083
2 C -0.02295 -2.37117 -0.08725  C1 1.340, C3 1.490, H8 1.093
3 C 0.04679 -1.78482 -1.45476  C2 1.490, C4 1.356, H9 1.091
4 C 0.23331 -0.47290 -1.74465  C3 1.356, C5 1.521, H10 1.087
5 C -0.36523 0.12925 -3.00653  C4 1.521, H11 1.085, H12 1.090, H13 1.083
6 H 0.91851 -2.95065 1.63760  C1 1.081
7 H 1.35325 -1.20355 0.81255  C1 1.083
8 H -0.68915 -3.23622 -0.03468  C2 1.093
9 H -0.20510 -2.43550 -2.29377  C3 1.091
10 H 1.04538 0.02308 -1.21871  C4 1.087
11 H 0.14418 -0.21116 -3.90158  C5 1.085
12 H -1.40160 -0.20695 -3.04240  C5 1.090
13 H -0.32838 1.20164 -2.85996  C5 1.083
14 O 0.08682 3.69075 1.58005  H15 0.943, H16 0.955
15 H -0.36389 4.45853 1.26932  O14 0.943
16 H 0.62335 3.84408 2.35446  O14 0.955
17 O -0.62184 1.02110 2.79891  H18 0.982, H19 0.955
18 H -0.33055 1.82594 2.31664  O17 0.982
19 H -1.40612 0.93664 2.26091  O17 0.955

Results of the natural (NBO) charge analysis, in e, for atoms 1 through 4:
1 C -0.389
2 C -0.212
3 C -0.223
4 C -0.175

***

Entry 4:
Below is a 3-piece molecular cluster, C5H12O2 overall, with properties calculated with ωB97M-V/def2-TZVPD.

Properties
ΔE to the lowest compared entry with this formula, charge and spin: 166.0 kJ/mol
Structure (SMILES): CCC=O.C=C.O
Energy: -348.14160 hartree
Frontier orbital gap: 10.99 eV
Strongest force on any atom: 0.515 eV/A
Charge: 0

Bonds (Å) are listed after each position.
CARTESIAN COORDINATES (ANGSTROEM)
1 C 2.95065 -0.49719 0.70326  C2 1.532, H5 1.093, H6 1.095, H7 1.096
2 C 1.83744 0.28021 -0.00605  C1 1.532, C3 1.502, H8 1.100, H9 1.094
3 C 0.52596 0.12746 0.71096  C2 1.502, O4 1.214, H10 1.108
4 O -0.13490 1.05780 1.12612  C3 1.214
5 H 3.88903 -0.42138 0.14705  C1 1.093
6 H 3.12109 -0.10481 1.71076  C1 1.095
7 H 2.69871 -1.55991 0.79273  C1 1.096
8 H 1.70306 -0.11787 -1.02231  C2 1.100
9 H 2.06662 1.34711 -0.08324  C2 1.094
10 H 0.16118 -0.90890 0.85507  C3 1.108
11 C -1.56714 0.28616 -1.90953  C12 1.329, H13 1.088, H14 1.089
12 C -2.61460 0.57796 -1.14486  C11 1.329, H15 1.088, H16 1.088
13 H -1.61082 -0.48070 -2.67945  C11 1.088
14 H -0.62649 0.82362 -1.80353  C11 1.089
15 H -3.56792 0.06644 -1.26245  C12 1.088
16 H -2.55985 1.34954 -0.38013  C12 1.088
17 O -2.17247 -0.86325 1.71604  H18 0.972, H19 0.966
18 H -1.69463 -0.01767 1.74742  O17 0.972
19 H -2.40494 -0.94462 0.78215  O17 0.966

Results of the natural (NBO) charge analysis, in e, for atoms 1 through 4:
1 C -0.602
2 C -0.515
3 C 0.453
4 O -0.559

***

Entry 5:
Below is a 2-piece molecular cluster, C5H12O2 overall, with properties calculated with ωB97M-V/def2-TZVPD.

Properties
ΔE to the lowest compared entry with this formula, charge and spin: 192.5 kJ/mol
Structure (SMILES): OCCCO.C=C
Energy: -348.13151 hartree
Frontier orbital gap: 10.73 eV
Strongest force on any atom: 0.408 eV/A
Charge: 0

Bonds (Å) are listed after each position.
CARTESIAN COORDINATES (ANGSTROEM)
1 O -0.51549 0.09339 1.76361  C2 1.410, H6 0.965
2 C 0.19505 0.75510 0.74157  O1 1.410, C3 1.530, H7 1.105, H8 1.092
3 C 1.17742 -0.13871 -0.01791  C2 1.530, C4 1.521, H9 1.099, H10 1.096
4 C 2.17147 0.70654 -0.79857  C3 1.521, O5 1.417, H11 1.103, H12 1.101
5 O 2.88489 1.49730 0.13675  C4 1.417, H13 0.963
6 H -1.22681 -0.40345 1.34024  O1 0.965
7 H -0.49029 1.23505 0.02043  C2 1.105
8 H 0.76888 1.54745 1.22586  C2 1.092
9 H 0.65662 -0.81240 -0.71271  C3 1.099
10 H 1.71641 -0.76552 0.70123  C3 1.096
11 H 1.62904 1.34200 -1.51902  C4 1.103
12 H 2.85533 0.06347 -1.37327  C4 1.101
13 H 3.39546 2.15737 -0.34383  O5 0.963
14 C -2.96843 -0.73922 -0.01579  C15 1.330, H16 1.087, H17 1.088
15 C -2.11523 -1.69271 -0.37931  C14 1.330, H18 1.088, H19 1.087
16 H -3.63817 -0.86365 0.83184  C14 1.087
17 H -3.01630 0.21291 -0.53916  C14 1.088
18 H -1.43685 -1.55898 -1.21876  C15 1.088
19 H -2.04302 -2.63592 0.15678  C15 1.087

Results of the natural (NBO) charge analysis, in e, for atoms 1 through 4:
1 O -0.730
2 C -0.067
3 C -0.444
4 C -0.060

***

Entry 6:
Below is one molecule with the formula C5H12O2, with properties calculated with ωB97M-V/def2-TZVPD.

Properties
ΔE to the lowest compared entry with this formula, charge and spin: 53.6 kJ/mol
Structure (SMILES): CC[C@@H](O)[C@@H](C)O
Energy: -348.18439 hartree
Frontier orbital gap: 10.91 eV
Strongest force on any atom: 0.235 eV/A
Charge: 0

Bonds (Å) are listed after each position.
CARTESIAN COORDINATES (ANGSTROEM)
1 C 2.29072 0.16189 1.36668  C2 1.525, H8 1.094, H9 1.096, H10 1.095
2 C 0.86678 0.61173 1.05927  C1 1.525, C3 1.528, H11 1.099, H12 1.098
3 C 0.30921 -0.02509 -0.21254  C2 1.528, O4 1.419, C5 1.536, H13 1.099
4 O 0.42185 -1.43952 -0.17362  C3 1.419, H14 0.969
5 C -1.16136 0.35762 -0.43950  C3 1.536, C6 1.520, O7 1.430, H15 1.098
6 C -1.64938 -0.02975 -1.82642  C5 1.520, H16 1.097, H17 1.095, H18 1.095
7 O -1.94442 -0.26914 0.57907  C5 1.430, H19 0.965
8 H 2.33477 -0.92410 1.48836  C1 1.094
9 H 2.96996 0.42682 0.54784  C1 1.096
10 H 2.66818 0.62732 2.28276  C1 1.095
11 H 0.19311 0.36032 1.89024  C2 1.099
12 H 0.82748 1.70374 0.95173  C2 1.098
13 H 0.90682 0.29319 -1.07766  C3 1.099
14 H -0.10034 -1.70870 0.59706  O4 0.969
15 H -1.27748 1.43975 -0.29228  C5 1.098
16 H -1.47250 -1.09850 -1.99817  C6 1.097
17 H -2.71773 0.18458 -1.93610  C6 1.095
18 H -1.10839 0.52499 -2.60004  C6 1.095
19 H -2.35978 -1.04791 0.18836  O7 0.965

Results of the natural (NBO) charge analysis, in e, for atoms 1 through 4:
1 C -0.606
2 C -0.425
3 C 0.078
4 O -0.721